{"formula": "C42H50HfN7O5PSSe", "method": "ωB97M-V/def2-TZVPD", "symbols": ["Hf", "Se", "S", "P", "O", "O", "O", "O", "O", "N", "N", "N", "N", "N", "N", "N", "C", "C", "C", "C", "C", "C", "C", "C", "C", "C", "C", "C", "C", "C", "C", "C", "C", "C", "C", "C", "C", "C", "C", "C", "C", "C", "C", "C", "C", "C", "C", "C", "C", "C", "C", "C", "C", "C", "C", "C", "C", "C", "H", "H", "H", "H", "H", "H", "H", "H", "H", "H", "H", "H", "H", "H", "H", "H", "H", "H", "H", "H", "H", "H", "H", "H", "H", "H", "H", "H", "H", "H", "H", "H", "H", "H", "H", "H", "H", "H", "H", "H", "H", "H", "H", "H", "H", "H", "H", "H", "H", "H"], "positions_angstrom": [[0.59732, -1.00139, -0.03246], [2.79714, -2.03056, -0.92545], [0.60304, -2.92201, 1.88068], [-1.98583, -1.14305, 0.90530], [0.18604, -3.06724, 0.44241], [0.22561, 0.69688, 0.81043], [1.23217, -1.55753, 1.83556], [0.98197, 1.07581, 2.88943], [1.49405, -3.92616, 2.34820], [0.63202, 0.38218, -1.82995], [3.82794, -4.29331, 0.50415], [-0.60686, -2.11182, -1.90962], [-0.78909, 3.00341, -1.28499], [2.70556, 1.29410, -0.07470], [-2.42675, 4.94880, -1.12953], [4.44835, -2.41908, 1.39516], [-4.71186, 1.62016, 2.31910], [-2.17183, 0.68856, 2.94414], [-3.32059, -3.46680, 4.01472], [-2.77437, 1.64799, 3.73966], [-3.25834, -2.62463, 2.91526], [1.08918, 0.00321, -3.18859], [-4.98525, -2.65652, -2.25986], [-4.55264, -1.33606, -2.25391], [-0.96156, -3.86893, 3.86236], [0.07620, -0.86515, -3.91812], [-0.91016, -3.01142, 2.77264], [-4.52615, -3.53485, -1.29071], [2.80781, 3.01426, 1.61103], [-3.64948, -3.10318, -0.30373], [3.68739, -2.96332, 0.43256], [-3.66668, -0.90471, -1.28025], [4.27165, 3.14329, -0.28451], [-2.17270, -4.08322, 4.49591], [-1.83875, 2.71431, -0.29702], [3.72072, 1.91674, -0.74461], [-0.08362, 4.22166, -0.85647], [-1.41527, 3.26080, -2.59533], [5.26821, 3.78478, -1.05577], [3.15406, -5.26406, -0.33987], [-2.84400, 0.18642, 1.82920], [4.58464, -0.99819, 1.65668], [5.68003, 3.24742, -2.24101], [-0.03478, -2.24043, -3.27426], [-3.22638, -1.77750, -0.27798], [-1.10682, 5.37623, -0.67090], [2.28348, 1.83981, 1.05032], [5.15263, 2.01699, -2.68343], [-4.11919, 0.65014, 1.52291], [1.10184, 1.15824, 1.69607], [4.20707, 1.35780, -1.94839], [-2.04767, -2.38158, 2.27145], [3.79257, 3.67381, 0.93118], [4.65590, -4.59684, 1.55299], [-2.33782, 4.50629, -2.51629], [-2.90198, 3.84059, -0.30684], [5.04584, -3.42756, 2.11072], [-4.04275, 2.11824, 3.42632], [-4.85491, -4.56554, -1.29374], [-1.56546, -1.78884, -2.02797], [0.95794, -2.68618, -3.19350], [-4.51025, 2.87317, 4.04416], [3.57474, -5.24702, -1.34390], [4.90499, -5.60895, 1.81628], [-1.37175, 2.61746, 0.68247], [1.32323, 0.89416, -3.77403], [5.70167, -3.23990, 2.94176], [0.44319, 3.99998, 0.07476], [-1.99117, 2.37036, -2.87335], [3.67473, -0.60876, 2.11185], [-2.22189, -4.73291, 5.35824], [6.42697, 3.75238, -2.83788], [0.66607, 4.46468, -1.61373], [-4.26939, -3.64142, 4.50380], [-5.66991, -3.00009, -3.02318], [2.40064, 3.37936, 2.54340], [-1.95051, 5.33094, -3.11548], [-3.32159, 0.12342, -1.28731], [5.42187, -0.84090, 2.33070], [0.39993, -0.98218, -4.95249], [-3.29571, -3.80223, 0.44318], [4.76953, -0.46832, 0.72369], [-3.84689, 3.49047, -0.72805], [-4.66294, 0.25537, 0.67691], [-3.09417, 4.20829, 0.70229], [-0.68498, -3.04696, -1.51770], [-0.65602, -2.89260, -3.89090], [-3.34412, 4.27426, -2.86844], [5.69095, 4.71120, -0.68810], [-1.17584, 0.33855, 3.18563], [3.28292, -6.24950, 0.09756], [5.51130, 1.58610, -3.60871], [-0.05670, -4.36479, 4.18639], [-4.15792, -2.14604, 2.54995], [1.38197, 0.94932, -1.41540], [-0.81371, 6.25768, -1.24205], [-2.27558, 1.74232, -0.54448], [-5.70289, 1.97952, 2.07607], [4.20341, 4.60567, 1.29909], [-0.61718, 3.40131, -3.32847], [-4.90874, -0.64336, -3.00503], [2.09290, -5.03650, -0.38854], [-2.25605, 2.02787, 4.61003], [-1.19428, 5.66436, 0.37792], [2.00616, -0.58160, -3.08719], [3.84344, 0.38940, -2.25914], [-0.14662, 1.04923, -1.88706], [-0.90267, -0.37405, -3.93234]], "lumo_ev": -5.017, "orbital_gap_ev": 6.86, "e_homo_ha": -0.4366, "total_charge": 2}

=====

{"formula": "C3H7NS2", "method": "ωB97M-V/def2-TZVPD", "symbols": ["S", "S", "N", "C", "C", "C", "H", "H", "H", "H", "H", "H", "H"], "positions_angstrom": [[-2.58081, 0.25205, 0.40886], [-1.44460, -1.42030, 0.23567], [1.52789, -0.24206, -0.06448], [1.55230, -1.68915, -0.01883], [0.76918, 0.66813, -0.05597], [0.04323, 1.81606, -0.06180], [1.56216, -2.10948, -1.00567], [-3.49919, 0.40148, -0.69128], [-1.15207, 1.51298, -0.02396], [0.17296, 2.14190, 1.02516], [0.52716, -1.85423, 0.48828], [2.34525, -1.96771, 0.67563], [0.17655, 2.49032, -0.91162]], "lumo_ev": 0.320, "orbital_gap_ev": 7.37, "e_homo_ha": -0.2589, "total_charge": 0}

=====

{"formula": "C5H8N2S2", "method": "ωB97M-V/def2-TZVPD", "symbols": ["S", "S", "N", "N", "C", "C", "C", "C", "C", "H", "H", "H", "H", "H", "H", "H", "H"], "positions_angstrom": [[2.00833, 0.24159, -1.75330], [-0.96321, 3.63763, 1.59306], [-0.26401, 3.56451, 0.24120], [0.34907, 3.45275, -0.70544], [-0.39983, -1.22541, 0.65523], [-1.01111, -0.84010, 2.00501], [-0.35960, 0.05032, -0.22612], [0.58227, 0.54647, -1.00693], [1.81316, -1.05982, -2.72388], [0.56390, -1.64163, 0.84396], [-0.99699, -1.93038, 0.08776], [-1.39708, 0.44599, -0.05434], [2.49331, -1.10593, -3.50674], [-1.39722, -1.78921, 2.52403], [-1.81622, -0.15354, 1.78865], [-0.31394, -0.38955, 2.75874], [1.10915, -1.80367, -2.52089]], "lumo_ev": [-0.091, -0.035], "orbital_gap_ev": [7.58, 7.59], "e_homo_ha": [-0.2819, -0.2803], "total_charge": 0}

=====

What molar mass values result from the calculations? In sequence: 1053.397 121.230 160.267 g mol⁻¹.